The following is a quantum chemistry calculation of C26H54BaGe2N5 as an isolated structure, from OMol25.

Results
- ΔE to the lowest compared entry with this formula, charge and spin (eV) = 0.000
- LUMO level (eV) = -7.36
- DFT total energy (eV) = -148993.5093
- gap between HOMO and LUMO (eV) = 6.766
- net charge = +3
- molar mass (g/mol) = 719.301

Positions of all 88 atoms, in Å:
Ba1 -0.2861 1.8020 -0.3952
N1 -0.9408 -11.1697 -1.0509
C1 0.3849 -11.1977 -1.7844
C2 0.0901 -11.2377 -3.2822
C3 -0.5886 -9.9509 -3.7623
N2 -1.9536 -9.8970 -3.1851
C4 0.2389 -8.7264 -3.3652
C5 0.6719 -8.6458 -1.8983
N3 -0.4533 -8.2614 -1.0297
C6 1.2330 -9.9854 -1.4177
H1 -1.3356 -12.1066 -0.9773
H2 -1.5921 -10.5665 -1.6540
H3 -0.8593 -10.7746 -0.1174
H4 0.8972 -12.1048 -1.4674
H5 -0.5249 -12.1067 -3.5322
H6 1.0382 -11.3711 -3.8047
H7 -0.6378 -9.9726 -4.8533
H8 -2.5824 -10.4850 -3.7242
H9 -2.3295 -8.9575 -3.2258
H10 -0.3024 -7.8156 -3.6398
H11 1.1425 -8.7352 -3.9792
H12 1.4867 -7.9157 -1.8429
H13 -0.8100 -7.3411 -1.2744
H14 -0.1164 -8.1650 -0.0761
H15 1.4090 -9.9569 -0.3377
H16 2.2114 -10.1447 -1.8755
C7 3.0529 1.1265 0.9936
C8 2.0995 0.9718 2.1775
Ge1 0.9982 2.5388 2.6915
C9 -0.6045 1.8079 3.5759
C10 -1.7552 2.8125 3.6383
C11 1.8637 4.0365 3.5073
C12 1.7613 5.1322 2.7262
Ge2 0.7492 4.5289 1.1581
C13 -0.9618 5.4448 0.7813
C14 -0.8214 6.9663 0.9389
C15 1.6752 4.2765 -0.6069
C16 2.3823 5.5363 -1.1201
C17 2.1806 6.4962 3.0841
C18 2.1846 6.8970 4.4223
C19 2.5926 8.1732 4.7707
C20 3.0014 9.0671 3.7898
C21 2.9899 8.6846 2.4559
C22 2.5719 7.4107 2.1080
H17 3.7057 0.2601 0.8900
H18 3.6894 2.0060 1.1000
H19 2.5357 1.2294 0.0271
H20 2.6825 0.7737 3.0804
H21 1.4577 0.0901 2.0640
H22 -0.2731 1.5387 4.5819
H23 -0.9235 0.8644 3.1182
H24 -1.4425 3.7489 4.1029
H25 -2.5988 2.4277 4.2115
H26 -2.1223 3.0654 2.6358
H27 2.3340 4.0640 4.4879
H28 -1.7312 5.0717 1.4598
H29 -1.2925 5.2159 -0.2415
H30 -0.5285 7.2309 1.9546
H31 -1.7663 7.4638 0.7213
H32 -0.0681 7.3758 0.2649
H33 0.9652 3.9614 -1.3887
H34 2.4033 3.4683 -0.4869
H35 1.6963 6.3817 -1.1843
H36 2.8085 5.3784 -2.1112
H37 3.2010 5.8133 -0.4589
H38 1.8523 6.2129 5.1932
H39 2.5875 8.4745 5.8094
H40 3.3201 10.0636 4.0638
H41 3.3037 9.3803 1.6894
H42 2.5572 7.1249 1.0638
N4 -2.7160 0.9135 0.3100
C23 -3.6167 2.0096 -0.1548
C24 -4.0674 1.7854 -1.5916
C25 -2.9122 1.5879 -2.5745
C26 -2.0740 2.8498 -2.8077
N5 -0.6586 2.4971 -3.0698
H43 -3.0924 0.0252 -0.0154
H44 -2.7627 0.8482 1.3250
H45 -3.0824 2.9668 -0.0544
H46 -4.4783 2.0976 0.5068
H47 -4.6771 2.6349 -1.9044
H48 -4.7257 0.9145 -1.6228
H49 -3.2987 1.2332 -3.5301
H50 -2.2631 0.7684 -2.2289
H51 -2.0973 3.5057 -1.9248
H52 -2.5109 3.4456 -3.6100
H53 -0.1579 3.3069 -3.4265
H54 -0.6132 1.8055 -3.8139

Mulliken atomic charge list, values in e, 4 entries:
1 Ba 1.600
2 N -0.200
3 C -0.084
4 C -1.116

=====

The following is a quantum chemistry calculation of a 3-piece molecular cluster, C26H54ClFI2N2O9P2S3 overall, from OMol25.

Results
- LUMO level (eV) = -0.62
- DFT total energy (eV) = -131759.2748
- gap between HOMO and LUMO (eV) = 6.917
- molar mass (g/mol) = 1005.131

Positions of all 100 atoms, in Å:
C1 -0.4005 0.7187 5.0065
C2 1.0198 -0.0417 4.7949
N1 0.9162 -1.0840 3.7354
C3 1.4279 -0.5778 2.3923
C4 0.2068 -0.0402 1.4580
C5 0.5498 0.0305 -0.1016
Cl1 2.4146 0.2443 -0.1747
O1 -0.0363 -0.7693 -1.0453
C6 -0.0993 -2.1635 -1.1013
C7 -0.3226 -2.9926 0.2561
O2 -1.6455 -2.9018 0.8225
C8 -1.7016 -3.1254 2.2356
C9 1.2373 -2.7829 -1.7851
I1 2.7795 -3.4340 -0.3268
C10 2.0450 -1.8393 -2.8203
C11 2.0641 -2.4188 -4.3496
I2 4.2343 -1.8857 -2.3878
C12 -1.3988 -2.5218 -2.0351
S1 -1.6798 -4.4058 -2.1508
O3 -2.6736 -2.0836 -1.6595
C13 -3.0419 -0.7670 -1.4395
F1 -2.4565 0.2957 -2.1761
C14 -4.6443 -0.6478 -1.6591
C15 -5.3229 0.4622 -0.7336
C16 -6.0499 -0.1634 0.5773
O4 -5.4789 0.4846 1.7517
C17 -6.4811 0.4665 2.7626
C18 -7.2757 1.8099 3.0739
O5 -6.6759 -0.5898 3.3935
P1 -1.1654 -2.0229 -3.8869
N2 -0.8571 -3.4973 -4.8633
O6 -2.6826 -1.4648 -4.5281
P2 -0.0013 1.8293 -0.6260
C19 1.3237 3.0817 -0.1277
C20 -1.6542 2.2960 0.1278
C21 1.9233 -2.1368 4.0855
C22 1.6666 -3.6960 3.9066
O7 3.0622 -1.8030 4.5177
H1 -0.4936 1.6581 4.3670
H2 -1.2601 -0.0177 4.8173
H3 -0.4124 1.0330 6.1122
H4 1.8908 0.6811 4.6905
H5 1.1967 -0.6002 5.7869
H6 1.9357 -1.5038 1.9286
H7 2.2049 0.2215 2.6058
H8 -0.0586 0.9725 1.9406
H9 -0.7353 -0.6840 1.6043
H10 0.3744 -2.6600 1.1118
H11 -0.0923 -4.1160 0.1452
H12 -2.1177 -2.1840 2.7559
H13 -0.7509 -3.4940 2.7292
H14 -2.5032 -3.9311 2.4313
H15 1.0414 -3.7571 -2.3649
H16 1.7226 -0.7569 -2.8763
H17 1.7149 -3.5093 -4.3888
H18 1.3769 -1.7291 -4.9658
H19 3.0847 -2.3543 -4.8348
H20 -0.5444 -5.0630 -1.7230
H21 -2.8986 -0.5161 -0.3205
H22 -5.0484 -1.6667 -1.2982
H23 -4.9103 -0.5829 -2.7606
H24 -6.1874 0.9076 -1.3518
H25 -4.6372 1.3331 -0.4743
H26 -7.1798 0.0376 0.5267
H27 -5.9252 -1.2940 0.6436
H28 -6.8336 2.6675 2.4584
H29 -7.1569 2.0413 4.1799
H30 -8.3603 1.6607 2.7605
H31 -1.8057 -3.8247 -5.1282
H32 -0.4822 -3.0983 -5.7463
H33 -3.3737 -2.1499 -4.3600
H34 2.1228 3.0751 -0.9347
H35 1.7265 2.8898 0.9257
H36 0.8207 4.1188 -0.0915
H37 -2.1756 3.0495 -0.5645
H38 -1.4786 2.8739 1.1137
H39 -2.3512 1.4421 0.3936
H40 2.4276 -4.3469 4.4571
H41 1.6740 -3.9117 2.7730
H42 0.6186 -4.0236 4.2552
C23 0.8953 7.9719 -2.8573
S2 -0.0526 6.4353 -2.8789
O8 -0.5210 6.1780 -1.4832
C24 1.3577 5.3512 -3.1847
H43 0.2132 8.7948 -2.6414
H44 1.6634 7.9246 -2.0834
H45 1.3549 8.1300 -3.8343
H46 2.0970 5.4685 -2.3900
H47 1.8023 5.5951 -4.1510
H48 1.0025 4.3195 -3.2001
C25 6.8410 0.1934 -0.3823
S3 7.7884 1.0835 0.8707
O9 7.7858 2.5279 0.4916
C26 9.3951 0.4046 0.4049
H49 5.7960 0.4950 -0.3039
H50 7.2156 0.4398 -1.3776
H51 6.9212 -0.8807 -0.2056
H52 9.6095 0.6377 -0.6398
H53 9.3920 -0.6763 0.5560
H54 10.1576 0.8560 1.0406

Mulliken atomic charge list, values in e, 4 entries:
1 C -0.872
2 C -0.443
3 N 0.461
4 C -1.158

=====

The following is a quantum chemistry calculation of a 10-piece molecular cluster, C26H54F2O14 overall, from OMol25.

Results
- ΔE to the lowest compared entry with this formula, charge and spin (eV) = 0.000
- LUMO level (eV) = 0.17
- DFT total energy (eV) = -61934.0248
- gap between HOMO and LUMO (eV) = 9.720
- SMILES = O=C1OC[C@@H](F)O1.O=C1OC[C@@H](F)O1.C1CCOC1.C1CCOC1.C1CCOC1.C1CCOC1.CO.CO.CO.CO
- molar mass (g/mol) = 628.700

Positions of all 96 atoms, in Å:
O1 -11.5585 20.2605 3.8042
C1 -11.7214 21.2627 3.1960
O2 -12.9108 21.6408 2.6825
C2 -12.6591 22.5350 1.5946
C3 -11.1960 22.9148 1.7547
F1 -11.0479 24.2470 2.0554
O3 -10.7563 22.1593 2.8380
H1 -12.8198 22.0060 0.6539
H2 -13.3542 23.3694 1.5553
H3 -10.6249 22.7163 0.8493
O4 -11.0134 13.6028 4.0422
C4 -11.2901 14.7462 4.1337
O5 -12.0982 15.2944 5.0526
C5 -12.1700 16.7116 4.8303
C6 -11.0707 16.9568 3.7990
F2 -9.9325 17.4080 4.4317
O6 -10.8151 15.7093 3.2750
H4 -13.1599 16.9289 4.4315
H5 -12.0278 17.2363 5.7697
H6 -11.4091 17.7446 3.1326
C7 -9.6833 27.3118 -2.4801
C8 -9.8600 26.7441 -1.0624
C9 -9.1884 25.3670 -1.2163
O7 -9.5304 24.9357 -2.5056
C10 -9.5253 26.0805 -3.3770
H7 -8.6891 27.7761 -2.4222
H8 -10.3739 28.0873 -2.7896
H9 -10.9028 26.5743 -0.7874
H10 -9.3565 27.3241 -0.2916
H11 -9.6034 24.6853 -0.4722
H12 -8.1053 25.4619 -1.0620
H13 -10.3711 25.9368 -4.0537
H14 -8.6057 26.0536 -3.9637
C11 -11.7524 20.7200 -3.3517
C12 -12.8079 21.8241 -3.3967
C13 -12.2567 22.8164 -2.3964
O8 -11.7869 21.9890 -1.3290
C14 -11.2218 20.8030 -1.9029
H15 -10.9762 20.8465 -4.1037
H16 -12.2008 19.7414 -3.5352
H17 -13.7792 21.4738 -3.0452
H18 -12.9477 22.2372 -4.3955
H19 -13.0065 23.5017 -2.0016
H20 -11.3935 23.3847 -2.7562
H21 -11.5955 19.9643 -1.3155
H22 -10.1309 20.8421 -1.9027
C15 -14.8874 23.1084 5.7456
C16 -13.4488 23.1921 6.2285
C17 -13.2087 21.7400 6.6559
O9 -14.4821 21.2143 7.0555
C18 -15.4648 22.2266 6.8399
H23 -14.9301 22.6143 4.7705
H24 -15.4314 24.0499 5.6306
H25 -13.3482 23.8866 7.0649
H26 -12.7212 23.5475 5.4935
H27 -12.5584 21.7255 7.5395
H28 -12.7365 21.0979 5.9129
H29 -15.5699 22.8107 7.7654
H30 -16.4504 21.8266 6.6019
C19 -6.9296 24.5491 2.7584
C20 -6.4065 25.5890 1.7686
C21 -6.7988 26.9135 2.4507
O10 -7.4104 26.5913 3.6895
C22 -8.0194 25.3272 3.4804
H31 -6.1465 24.3570 3.4944
H32 -7.2095 23.5831 2.3398
H33 -6.8082 25.4661 0.7651
H34 -5.3227 25.4774 1.6879
H35 -7.5711 27.4246 1.8495
H36 -6.0036 27.6423 2.5835
H37 -8.9568 25.4265 2.9189
H38 -8.2609 24.8950 4.4525
C23 -8.0117 20.6405 3.5849
O11 -8.5294 19.4181 3.0599
H39 -7.0090 20.5259 3.9872
H40 -7.9914 21.3801 2.7756
H41 -8.7471 21.0312 4.2883
H42 -7.8724 18.7246 3.1433
C24 -13.1127 18.8032 0.7599
O12 -13.4049 17.7415 1.6549
H43 -13.9986 19.3514 0.4415
H44 -12.3944 19.4856 1.2228
H45 -12.6174 18.3863 -0.1205
H46 -14.2989 17.8033 1.9967
C25 -15.5425 24.5788 2.4248
O13 -16.1194 24.6986 1.1247
H47 -14.5809 25.0938 2.4772
H48 -16.1430 25.1400 3.1511
H49 -15.4046 23.5345 2.7019
H50 -16.8192 24.0441 1.0615
C26 -11.5428 27.4422 2.1922
O14 -11.4478 27.6645 3.5862
H51 -12.5002 27.0498 1.8433
H52 -11.3374 28.3690 1.6404
H53 -10.7492 26.7456 1.9215
H54 -12.3083 27.9058 3.9363

Mulliken atomic charge list, values in e, 4 entries:
1 O -0.421
2 C 0.058
3 O -0.325
4 C 0.403

=====

The following is a quantum chemistry calculation of a 8-piece molecular cluster, C26H54N8O7 overall, from OMol25.

Results
- LUMO level (eV) = 0.18
- DFT total energy (eV) = -54093.1626
- gap between HOMO and LUMO (eV) = 8.946
- SMILES = CNC(C)=O.CNC(C)=O.CNC(C)=O.CNC(C)=O.CNC(C)=O.CNC(C)=O.CNC(C)=O.c1ccncc1
- molar mass (g/mol) = 590.767

Positions of all 95 atoms, in Å:
C1 0.4657 2.5292 3.6005
N1 -0.6253 1.8257 4.2222
C2 -0.5454 1.4282 5.5390
C3 0.8619 1.2876 6.1461
O1 -1.5536 1.1855 6.1499
H1 0.4128 2.6338 2.5460
H2 1.4453 2.0918 3.7988
H3 0.4999 3.5354 3.9211
H4 -1.5243 1.9629 3.8324
H5 1.4876 0.5503 5.5951
H6 0.7442 1.0336 7.1984
H7 1.3813 2.2587 6.0310
C4 -1.2933 -5.9180 -4.6578
N2 -2.0884 -5.2283 -5.7062
C5 -2.2894 -3.9006 -5.4655
C6 -2.8648 -3.1309 -6.6212
O2 -2.0199 -3.4108 -4.3895
H8 -1.3932 -6.9958 -4.6377
H9 -1.7700 -5.5274 -3.7590
H10 -0.2674 -5.5315 -4.6907
H11 -2.1085 -5.3890 -6.6747
H12 -3.0047 -2.1035 -6.3191
H13 -3.8410 -3.6036 -6.9386
H14 -2.2265 -3.4280 -7.4713
C7 -2.4183 0.5224 -0.3182
N3 -1.7349 1.6213 0.3713
C8 -0.7938 2.4114 -0.1545
C9 -0.3340 2.1260 -1.5612
O3 -0.2770 3.2794 0.5557
H15 -2.8378 -0.1735 0.4499
H16 -1.6197 0.0792 -0.9887
H17 -3.2274 0.9650 -0.8843
H18 -2.0956 1.8900 1.2975
H19 -1.1475 1.8708 -2.2856
H20 0.3205 1.3010 -1.6676
H21 0.2221 2.9754 -2.0225
C10 1.9243 -1.8138 1.7000
N4 1.9513 -0.6555 0.8804
C11 2.5568 0.5043 1.3333
C12 2.7255 1.6819 0.4231
O4 2.8265 0.6630 2.5210
H22 2.6266 -2.5459 1.3681
H23 0.9101 -2.2424 1.7642
H24 2.1544 -1.5163 2.7070
H25 1.8189 -0.7072 -0.1105
H26 2.7045 1.3559 -0.6231
H27 3.6297 2.1612 0.6841
H28 1.9355 2.4352 0.5065
C13 -1.7025 -3.7428 -0.3235
N5 -0.8374 -3.7105 -1.5405
C14 0.4271 -4.1974 -1.3876
C15 1.3166 -4.4288 -2.5869
O5 0.8784 -4.4590 -0.2653
H29 -2.4778 -2.9863 -0.4958
H30 -1.1233 -3.4675 0.5998
H31 -2.1537 -4.6803 -0.1672
H32 -1.2225 -3.4867 -2.4418
H33 2.3515 -4.1767 -2.3796
H34 0.9745 -3.8502 -3.4535
H35 1.2637 -5.4507 -3.0079
C16 -2.6080 -0.7004 3.3918
N6 -3.7362 -0.0202 4.0299
C17 -4.0622 1.2321 3.6674
C18 -5.0065 1.9335 4.6295
O6 -3.6240 1.8607 2.6933
H36 -1.7552 -0.0913 3.2038
H37 -2.9128 -1.1694 2.4697
H38 -2.3085 -1.5084 4.0667
H39 -3.8926 -0.3273 4.9034
H40 -5.7215 1.2561 5.0766
H41 -5.5770 2.7194 4.0869
H42 -4.3952 2.4136 5.3691
C19 2.5299 5.6873 -0.7826
N7 1.4406 5.7007 0.1500
C20 1.4691 6.3808 1.2872
C21 0.3545 6.0994 2.2804
O7 2.3401 7.2224 1.5099
H43 3.3927 6.1892 -0.3622
H44 2.1657 6.1349 -1.7431
H45 2.8520 4.5888 -0.9022
H46 0.7644 4.9549 0.0766
H47 -0.1513 6.9971 2.7124
H48 0.8523 5.5420 3.0452
H49 -0.4804 5.4696 1.9061
C22 4.5970 -1.9080 -4.0364
C23 3.8962 -0.7592 -4.3286
C24 2.8677 -0.2858 -3.4704
N8 2.5954 -0.9157 -2.3510
C25 3.2399 -2.0339 -2.0458
C26 4.2394 -2.5393 -2.8287
H50 5.1952 -2.3578 -4.8607
H51 4.1116 -0.1563 -5.2981
H52 2.2932 0.6005 -3.7230
H53 2.9082 -2.4680 -1.1083
H54 4.7277 -3.4488 -2.4602

Mulliken atomic charge list, values in e, 4 entries:
1 C -1.261
2 N 0.199
3 C 0.741
4 C -1.109

=====

The following is a quantum chemistry calculation of an isolated molecule of C26H54NO5PS, from OMol25.

Results
- LUMO level (eV) = 0.54
- DFT total energy (eV) = -59689.8869
- gap between HOMO and LUMO (eV) = 8.933
- SMILES = CCCCCCCCCCCCCCCCCC[C@]1(OCCCC)CC[C@H](P(N)O)S(=O)(=O)O1
- molar mass (g/mol) = 523.761

Positions of all 88 atoms, in Å:
C1 3.7081 0.2011 4.0642
C2 4.4219 1.1859 3.1086
C3 5.7050 0.5450 2.5104
C4 5.4763 0.0317 1.0780
C5 6.4580 0.5549 0.0226
C6 6.7010 2.0599 0.0492
C7 5.4154 2.9061 -0.0234
C8 4.8767 2.9469 -1.4563
C9 3.4027 3.3479 -1.5863
C10 2.4146 2.5611 -0.7008
C11 1.1541 2.1598 -1.4816
C12 0.2962 1.0835 -0.8280
C13 0.9918 -0.2857 -0.7051
C14 1.3694 -0.6784 0.7335
C15 0.4288 -1.6938 1.4196
C16 -1.0144 -1.5588 0.9521
C17 -2.0307 -2.1937 1.9054
C18 -3.3505 -2.6659 1.2805
C19 -4.0972 -1.6298 0.4272
O1 -3.5113 -1.3767 -0.8238
C20 -3.3867 -2.5081 -1.6881
C21 -2.7617 -2.0382 -2.9935
C22 -1.8530 -3.1068 -3.6187
C23 -0.5787 -3.3925 -2.8216
C24 -4.1403 -0.3153 1.1870
C25 -5.4142 0.5002 0.9397
C26 -5.9232 0.3765 -0.5085
P1 -7.3728 1.5235 -0.8086
N1 -6.6567 2.9520 -0.1890
O2 -8.4800 1.2070 0.3570
S1 -6.3997 -1.3352 -0.7110
O3 -7.6955 -1.4884 -0.1533
O4 -6.3375 -1.7307 -2.0774
O5 -5.4199 -2.1848 0.2400
H1 3.9903 -0.8182 3.8309
H2 2.6291 0.3115 4.0295
H3 4.0028 0.4342 5.0833
H4 4.6726 2.0889 3.6547
H5 3.7214 1.4116 2.3132
H6 5.9613 -0.2841 3.1604
H7 6.5041 1.2763 2.5675
H8 4.4815 0.2677 0.7304
H9 5.5512 -1.0525 1.1136
H10 6.0482 0.3054 -0.9567
H11 7.3968 0.0154 0.1158
H12 7.2801 2.2939 -0.8428
H13 7.2712 2.3390 0.9301
H14 4.6919 2.5332 0.6903
H15 5.7057 3.9164 0.2597
H16 5.4511 3.7108 -1.9764
H17 5.0510 2.0048 -1.9658
H18 3.0980 3.1283 -2.6087
H19 3.2753 4.4180 -1.4594
H20 2.9048 1.6632 -0.3302
H21 2.1286 3.1478 0.1715
H22 1.4695 1.8781 -2.4846
H23 0.5763 3.0754 -1.6067
H24 -0.5549 0.9342 -1.4908
H25 -0.0300 1.4561 0.1406
H26 1.9268 -0.1868 -1.2580
H27 0.4391 -1.0548 -1.2229
H28 1.4657 0.2338 1.3154
H29 2.3548 -1.1283 0.7018
H30 0.4586 -1.4879 2.4863
H31 0.7873 -2.6948 1.1954
H32 -1.2333 -0.4929 0.9158
H33 -1.1700 -1.9061 -0.0566
H34 -1.5616 -3.0862 2.3184
H35 -2.2148 -1.5315 2.7446
H36 -4.0260 -2.8754 2.1071
H37 -3.2299 -3.6083 0.7596
H38 -2.7422 -3.2869 -1.2877
H39 -4.3455 -2.9640 -1.9152
H40 -3.5239 -1.7676 -3.7173
H41 -2.1236 -1.1791 -2.7984
H42 -1.5319 -2.7507 -4.5906
H43 -2.4008 -4.0375 -3.7298
H44 -0.7285 -3.4139 -1.7450
H45 0.2127 -2.6802 -3.0249
H46 -0.2228 -4.3812 -3.0953
H47 -3.2986 0.2798 0.8555
H48 -4.0738 -0.4717 2.2526
H49 -6.2006 0.0806 1.5673
H50 -5.3153 1.5255 1.2648
H51 -5.0945 0.6160 -1.1671
H52 -7.2735 3.7419 -0.3198
H53 -5.7344 3.1202 -0.5716
H54 -9.2733 0.9728 -0.1539

Mulliken atomic charge list, values in e, 4 entries:
1 C -1.470
2 C 0.423
3 C -1.076
4 C 0.464

=====

Q: Which formula does entry 2 have?
A: C26H54ClFI2N2O9P2S3